Record 1
Formula: C7H16NO5P
Source: the Open Molecules 2025 dataset
Level of theory: ωB97M-V/def2-TZVPD

Each line ends with the Mulliken charge.
Element x y z (Å)
C 3.613 -0.646 0.560  -1.080
C 2.535 0.526 0.852  0.359
O 3.298 1.563 1.566  -0.575
C 1.986 1.222 -0.487  -0.652
N 0.712 0.668 -1.030  -0.155
C 0.497 -0.767 -0.705  -0.066
C -0.763 -1.272 -1.577  -0.677
O -1.921 -1.653 -0.798  -0.384
C -2.446 -0.559 -0.033  0.294
O -3.634 -1.084 0.644  -0.322
C -3.510 -0.828 2.055  0.177
O -3.519 0.308 2.551  -0.420
P -3.039 0.931 -1.054  0.412
O -4.448 1.409 -0.623  -0.651
H 3.116 -1.623 0.258  0.284
H 4.418 -0.305 -0.189  0.268
H 4.196 -0.869 1.530  0.338
H 1.728 0.188 1.582  0.167
H 2.648 2.182 1.977  0.325
H 2.846 1.252 -1.241  0.143
H 1.781 2.323 -0.209  0.357
H -0.101 1.253 -0.813  0.165
H 1.403 -1.345 -1.070  0.267
H 0.234 -0.969 0.392  0.140
H -0.962 -0.488 -2.380  0.306
H -0.425 -2.221 -2.132  0.290
H -1.746 -0.223 0.820  0.223
H -3.370 -1.716 2.771  0.338
H -2.124 2.017 -0.747  0.045
H -3.003 0.726 -2.469  0.085

Values from the calculation:
Kohn-Sham gap	9.647	eV
LUMO	0.32	eV
energy relative to the best compared isomer or geometry (same formula, charge and spin)	135.27	kcal per mole
SMILES	C[C@@H](O)CNCCO[C@H](OC=O)[PH2]=O

---

Record 2
Formula: C13H23I2NO12P2
Source: the Open Molecules 2025 dataset
Level of theory: ωB97M-V/def2-TZVPD

Each line ends with the Mulliken charge.
Element x y z (Å)
C 2.593 -0.807 -1.696  -1.048
C 3.017 -1.888 -2.661  0.019
I 3.361 -1.137 -4.584  0.098
C 3.112 -3.177 -2.343  -0.589
I 3.524 -4.627 -3.814  0.152
C 2.811 -3.714 -0.941  0.406
O 3.196 -5.122 -0.902  -0.385
C 4.499 -5.206 -0.561  0.555
O 5.227 -6.114 -0.767  -0.512
O 4.866 -4.057 0.083  -0.437
C 3.667 -3.328 0.266  0.152
N 3.836 -1.961 0.673  -0.283
C 4.988 -1.587 0.877  0.751
O 6.021 -1.126 1.103  -0.433
H 1.762 -1.138 -1.073  0.152
H 2.275 0.074 -2.245  0.531
H 3.431 -0.502 -1.080  0.210
H 1.741 -3.721 -0.753  0.400
H 3.151 -3.813 1.101  0.261
C -0.832 1.422 3.123  -0.692
O -0.880 0.336 2.189  0.054
P -0.736 -1.162 2.719  0.691
O -1.258 -1.353 4.072  -0.763
O 0.769 -1.574 2.485  -0.057
C 1.767 -1.182 3.438  -0.767
O -1.396 -1.991 1.556  -0.262
C -2.832 -2.008 1.493  -0.681
H 0.202 1.685 3.345  0.319
H -1.324 2.270 2.653  0.070
H -1.355 1.161 4.042  0.379
H 1.323 -0.960 4.408  0.434
H 2.301 -0.313 3.055  0.267
H 2.460 -2.013 3.540  0.225
H -3.222 -0.996 1.378  0.255
H -3.243 -2.463 2.392  0.303
H -3.098 -2.600 0.623  0.235
C -3.010 5.176 0.035  -0.543
O -2.729 4.817 -1.322  -0.284
P -3.446 3.544 -1.962  1.076
O -4.778 3.290 -1.406  -0.684
O -2.417 2.352 -1.868  -0.367
C -2.304 1.631 -0.635  -0.743
O -3.342 3.834 -3.503  -0.341
C -4.254 4.796 -4.056  -0.662
H -2.400 4.583 0.717  0.139
H -2.753 6.226 0.147  0.265
H -4.066 5.031 0.261  0.349
H -3.201 1.750 -0.025  0.391
H -1.430 1.981 -0.086  0.271
H -2.175 0.579 -0.874  0.307
H -4.123 5.766 -3.576  0.281
H -5.280 4.456 -3.933  0.298
H -4.015 4.879 -5.111  0.237

Values from the calculation:
Kohn-Sham gap	9.027	eV
LUMO	-0.06	eV
energy relative to the best compared isomer or geometry (same formula, charge and spin)	0.00	kcal per mole

---

Record 3
Formula: C17H36I2N4O9P
Source: the Open Molecules 2025 dataset
Level of theory: ωB97M-V/def2-TZVPD

Each line ends with the Mulliken charge.
Element x y z (Å)
C 6.712 -5.376 -0.514  -1.311
C 5.279 -5.454 -0.116  0.600
I 4.973 -5.631 1.950  0.140
C 4.239 -5.445 -0.939  -0.734
I 4.389 -5.335 -3.005  0.234
N 2.918 -5.559 -0.424  0.015
C 2.219 -6.654 -0.183  -0.048
N 1.023 -6.405 0.304  -0.593
C 0.960 -5.074 0.407  0.587
N -0.069 -4.429 0.947  -0.246
N 2.114 -4.496 -0.056  0.470
P 2.563 -2.841 -0.161  0.664
O 3.490 -2.569 -1.248  -0.556
O 3.070 -2.484 1.277  -0.411
O 1.150 -2.148 -0.258  -0.580
H 6.827 -4.966 -1.513  0.460
H 7.252 -4.760 0.203  0.382
H 7.156 -6.372 -0.456  0.307
H 2.619 -7.635 -0.386  0.436
H -0.680 -4.958 1.548  0.272
H -0.228 -3.442 0.859  0.189
H 3.802 -1.848 1.213  0.374
H 0.643 -2.471 -1.021  0.346
C -4.761 0.317 -3.445  -0.823
O -3.359 0.154 -3.481  -0.194
C -2.813 0.096 -4.788  -0.571
C -1.483 0.809 -4.872  -0.224
O -1.551 2.219 -4.813  -0.446
C -1.877 2.854 -3.591  -0.598
C -0.800 2.797 -2.534  -0.262
O -0.685 1.493 -1.980  -0.196
C 0.636 1.094 -1.701  -0.771
H -5.280 -0.620 -3.672  0.308
H -5.028 0.631 -2.437  0.224
H -5.091 1.089 -4.147  0.376
H -3.502 0.535 -5.517  0.369
H -2.654 -0.958 -5.055  0.359
H -1.073 0.597 -5.862  0.402
H -0.781 0.407 -4.136  0.030
H -2.829 2.497 -3.192  0.191
H -2.007 3.905 -3.854  0.419
H -1.071 3.494 -1.731  0.177
H 0.153 3.121 -2.964  0.420
H 1.314 1.317 -2.531  0.474
H 0.617 0.017 -1.550  0.013
H 1.013 1.569 -0.787  0.300
C -1.796 1.410 1.121  -0.450
O -1.033 2.308 1.901  -0.248
C -1.096 3.654 1.465  -0.418
C -1.121 4.623 2.625  -0.486
O -2.332 4.644 3.355  -0.450
C -2.644 3.555 4.205  -0.264
C -1.820 3.477 5.470  -0.550
O -0.489 3.064 5.211  -0.271
C 0.480 3.717 6.001  -0.790
H -1.294 1.174 0.177  -0.048
H -1.914 0.498 1.709  0.262
H -2.793 1.810 0.907  0.393
H -1.984 3.817 0.843  0.350
H -0.204 3.873 0.859  0.318
H -1.038 5.626 2.199  0.408
H -0.258 4.473 3.277  0.164
H -2.624 2.605 3.668  0.067
H -3.677 3.735 4.513  0.395
H -2.292 2.745 6.139  0.380
H -1.832 4.453 5.967  0.351
H 0.310 4.798 6.031  0.360
H 1.452 3.532 5.546  0.230
H 0.490 3.329 7.026  0.321

Values from the calculation:
Kohn-Sham gap	6.955	eV
total charge	+1
LUMO	-3.58	eV

---

Record 4
Formula: C4H9O2P
Source: the Open Molecules 2025 dataset
Level of theory: ωB97M-V/def2-TZVPD

Each line ends with the Löwdin spin population.
Element x y z (Å)
C -0.417 0.466 -1.343  0.001
C -0.733 -0.763 0.728  0.768
C -0.123 0.470 0.182  0.100
C 1.388 0.420 0.467  0.045
O -2.283 -2.759 -0.701  0.071
O -1.294 -0.593 -1.681  0.023
P -1.183 -1.810 -0.644  0.148
H -0.893 1.393 -1.669  0.000
H 0.521 0.343 -1.897  0.001
H -0.559 -1.078 1.739  0.036
H -2.918 -0.857 0.782  0.750
H -0.533 1.371 0.648  0.026
H 1.575 0.467 1.537  0.000
H 1.892 1.256 -0.010  0.006
H 1.811 -0.506 0.083  0.002
H 0.025 -2.410 -1.029  0.023

Values from the calculation:
2S+1	3
Kohn-Sham gap (spin up / spin down)	8.957 / 8.498	eV
LUMO (spin up / spin down)	0.84 / -2.03	eV
energy relative to the best compared isomer or geometry (same formula, charge and spin)	0.00	kcal per mole
expectation value of S²	2.00